i) The following is a quantum chemistry calculation of the molecule C19H19FN2O2, from OMol25.

Structure (XYZ):
```
43
C19H19FN2O2 the ωB97M-V functional and the def2-TZVPD basis
C 1.72230 -0.87532 -0.86377
H 0.90595 -4.07856 -4.88777
C 2.61016 -2.11708 -0.85832
H 0.42610 -6.16656 -3.91101
C 0.59746 0.17528 1.13445
O 2.81719 -2.54399 0.52241
H 2.22700 -0.01028 -1.28497
H -3.32455 2.27015 3.07200
H -0.45941 3.30822 -0.97735
C -1.20525 0.82869 2.51538
C 1.77561 -3.13882 -3.08626
C 1.31643 -5.53808 -1.96430
C 0.94916 -5.42343 -3.29691
H -1.13956 5.31972 -0.41421
H 0.56607 1.53293 -0.71314
H -0.39611 4.74956 1.05872
H 0.19997 -0.72479 2.97866
H 3.55935 -1.99095 -1.34117
C 1.22890 -4.20880 -3.88408
F 2.01941 -2.01733 -3.71282
H -3.75690 2.49012 1.48009
C -0.01610 0.08851 2.36950
H -2.24656 3.23140 -0.77979
H -3.74107 4.60203 2.68162
C -2.80574 4.18044 2.34285
C 0.13745 1.21700 0.20572
C 2.18589 -1.78317 1.28534
C 1.83343 -4.52815 -1.15626
O 2.04967 -2.02428 2.49003
C -1.58583 1.84801 1.73761
H 2.02579 -4.74452 -0.02286
H -2.08216 4.45531 3.12816
H -1.81444 0.79182 3.43353
H 0.74717 -1.01755 -1.31263
C 2.02774 -3.28374 -1.65578
C -0.87470 2.08644 0.58421
N 1.49883 -0.79476 0.61309
C -1.26988 3.28891 -0.26477
N -2.49805 4.91209 1.10582
C -1.22210 4.63843 0.43604
H 1.16178 -6.45175 -1.37055
H -3.26613 4.77421 0.41101
C -2.88435 2.67264 2.17246
```

Orbital gap in eV: 8.84
E_HOMO in eV: -8.27
E_LUMO in eV: 0.574
SMILES string: O=C1O[C@@H](c2ccccc2F)CN1c1ccc2c(c1)CCNCC2

Mulliken population analysis, charges in e, atoms 1 to 4: -0.993, 0.438, 0.347, 0.370



ii) The following is a quantum chemistry calculation of the molecule C19H19FN2O2, from OMol25.

Structure (XYZ):
```
43
C19H19FN2O2 the ωB97M-V functional and the def2-TZVPD basis
C 5.28545 0.25616 0.71798
H 4.46151 -1.73406 -1.88284
H -2.49229 2.73027 0.58064
C -2.90674 2.31103 -0.33726
C 6.46822 -1.21446 -1.32609
C -4.67998 0.60452 -0.86117
C -5.70660 -2.64652 0.79215
C 0.12731 1.28875 0.07121
C 7.26956 -0.51225 -0.43901
N -0.85739 1.01664 -0.79520
C 4.48765 -0.45578 -0.17701
O 0.44622 2.39977 0.43812
C -3.95908 -0.92630 1.31687
C 2.28600 0.33030 1.00871
C -3.30504 0.26343 1.05929
F 7.42578 0.89736 1.43990
C 5.09361 -1.19031 -1.19983
C -1.74462 2.03558 -1.30786
C 3.04452 -0.43938 -0.04724
H -3.56812 3.05005 -0.79148
H -3.67327 -1.52124 2.17292
C -5.33658 -0.58475 -0.60065
H 2.52315 -0.02848 2.01088
H -1.15985 2.94956 -1.43813
H -2.51353 0.59558 1.71695
H 4.85935 0.83808 1.51924
H 8.34489 -0.51826 -0.51826
H -5.00687 -3.42030 1.10185
H -2.12656 1.70352 -2.27487
H 6.92670 -1.78394 -2.11996
C -3.65760 1.04680 -0.03291
H -1.05696 0.05114 -1.00569
C 6.65737 0.21087 0.56847
N 2.27677 -1.10180 -0.82266
H -4.96906 1.19984 -1.71593
H -6.41492 -2.49199 1.60675
H -6.25869 -2.99716 -0.07625
C 0.85105 0.02520 0.57834
H 2.47107 1.40618 0.95943
H -6.13419 -0.90834 -1.25434
C -4.98564 -1.36813 0.49060
O 0.96879 -0.93714 -0.49010
H 0.23862 -0.43001 1.36449
```

Orbital gap in eV: 9.19
E_HOMO in eV: -8.73
E_LUMO in eV: 0.459
SMILES string: Cc1ccc(CCNC(=O)[C@@H]2CC(c3cccc(F)c3)=NO2)cc1

Mulliken population analysis, charges in e, atoms 1 to 4: -0.571, 0.493, 0.393, -1.272



Of them, i) has the lowest stability.



i) The following is a quantum chemistry calculation of a cluster of 2 separate species, C5H10O in total, from OMol25.

Structure (XYZ):
```
16
C5H10O the ωB97M-V functional and the def2-TZVPD basis
H -0.82318 5.30384 0.14397
C 0.63954 -3.00409 0.75070
H 2.61434 -2.87998 -0.00793
H -0.53838 1.87577 -0.65949
C -0.09882 -2.41987 -0.35055
C -1.50850 3.48529 -0.56069
H 0.41756 3.90187 0.18576
H -0.48142 -1.40019 -0.18317
C -0.56997 4.27476 -0.05293
C 2.02899 -3.00329 0.88965
H -2.40945 3.90900 -0.98862
H 0.17118 -3.74129 1.41359
H -1.00533 -2.94425 -0.64741
O -1.47194 2.10768 -0.59340
H 2.46412 -3.07013 1.87939
H 0.57127 -2.39512 -1.21886
```

Multiplicity: 2
Orbital gap (alpha / beta) in eV: 5.31 / 2.41
E_HOMO (alpha / beta) in eV: -11.41 / -11.41
E_LUMO (alpha / beta) in eV: -6.096 / -9.001
Total charge: +1

Mulliken population analysis, charges in e, atoms 1 to 4: 0.241, 0.388, 0.301, 0.256



ii) The following is a quantum chemistry calculation of a cluster of 2 separate species, C5H10O in total, from OMol25.

Structure (XYZ):
```
16
C5H10O the ωB97M-V functional and the def2-TZVPD basis
C -0.24777 -0.46452 0.29244
H -0.62813 2.54585 -1.50202
H -1.28408 -2.72614 -0.60482
H -0.29953 -3.70655 0.44266
H -1.30648 -0.41387 0.05953
C 0.32135 0.72526 0.80332
H -0.39883 1.49150 1.06091
H 1.93218 1.97355 1.05420
H 0.28123 -3.27706 -1.16810
H -1.48102 3.23264 -0.44848
C 0.36324 -1.71172 0.27717
O -1.52081 2.85661 -1.33376
H 1.38046 -1.80157 0.64958
C 1.67075 0.97632 0.74274
H 2.39537 0.18256 0.62835
C -0.24980 -2.89990 -0.29779
```

Multiplicity: 2
Orbital gap (alpha / beta) in eV: 9.31 / 6.75
E_HOMO (alpha / beta) in eV: -14.87 / -14.87
E_LUMO (alpha / beta) in eV: -5.559 / -8.120
Total charge: +1

Mulliken population analysis, charges in e, atoms 1 to 4: 0.165, 0.311, 0.347, 0.352



Of them, i) has the lowest stability.



i) The following is a quantum chemistry calculation of the molecule C2H3N2P, from OMol25.

Structure (XYZ):
```
8
C2H3N2P the ωB97M-V functional and the def2-TZVPD basis
H -0.93882 1.27246 2.15636
P 0.69433 -0.62070 0.96340
N -0.72889 1.64363 0.16756
C 0.65579 -0.68203 -0.68903
H -0.43980 -1.33777 1.09727
N -0.48118 0.97963 1.07529
H 0.69005 -0.70801 -2.90780
C 0.54852 -0.54721 -1.86305
```

Orbital gap (alpha / beta) in eV: 7.60 / 7.61
E_HOMO (alpha / beta) in eV: -7.76 / -7.76
E_LUMO (alpha / beta) in eV: -0.156 / -0.156

Mulliken population analysis, charges in e, atoms 1 to 4: 0.276, -0.215, -0.470, -0.728



ii) The following is a quantum chemistry calculation of a structure of composition C2H3N2P, from OMol25.

Structure (XYZ):
```
8
C2H3N2P the ωB97M-V functional and the def2-TZVPD basis
N 0.83272 -1.19165 -0.07186
H 1.37212 0.55729 -1.35691
C -0.44972 -1.19139 0.09422
P 1.42178 0.34176 0.13033
H -1.13166 -1.93417 0.12234
N -1.21416 0.18132 0.37638
C -0.34898 1.10028 0.31189
H -0.48210 2.13657 0.39361
```

Orbital gap in eV: 9.67
E_HOMO in eV: -9.51
E_LUMO in eV: 0.166

Mulliken population analysis, charges in e, atoms 1 to 4: -0.433, 0.096, 0.019, 0.004



Of them, i) has the lowest stability.



i) The following is a quantum chemistry calculation of a structure of composition C40H24Cl3N8O3Ta, from OMol25.

Structure (XYZ):
```
79
C40H24Cl3N8O3Ta the ωB97M-V functional and the def2-TZVPD basis
H 2.57488 4.67833 -0.79955
C 3.68526 -2.45183 -0.70400
N -2.04154 1.14578 0.09296
Cl 2.01061 -2.24533 -6.68996
C -2.91645 3.33636 -0.54384
C 1.34313 4.80753 0.96705
C 0.30886 2.74314 1.52158
C 0.78602 -2.85496 -2.93928
C 0.51832 -0.50528 -3.42399
H 5.30334 -2.36679 -2.12246
N -3.00788 -5.61396 -1.76522
H 1.03597 0.10385 -5.43322
H -3.48155 -3.03615 3.28345
H 0.68815 -3.68809 -2.25419
H 1.99126 2.35622 -1.23184
C -0.45649 1.87746 2.46678
O -0.08102 -1.34950 -1.31878
N -0.21501 0.55090 2.17389
N -1.72772 -1.75745 0.71421
C -1.01383 2.35157 -1.68446
C 2.96880 0.01067 -1.57229
H -2.15933 -1.11767 2.64732
C 0.49499 -1.56690 2.76557
H -4.67939 3.98009 0.53504
H 4.61554 -0.09166 -2.92195
C -0.57744 -0.28615 4.51489
C 0.98623 -0.71654 -4.72775
C 2.61265 -1.76123 -0.18649
H -0.23805 1.46012 -3.84785
C 4.44822 -1.85815 -1.69817
C 0.61993 -2.65677 3.61335
N 0.90222 -1.46450 1.41886
H 3.89315 -3.43886 -0.31377
C 0.41575 -1.57804 -2.53503
C -3.06502 -2.99735 2.28687
C -3.27471 -4.01328 1.37357
C -0.87057 3.48162 -2.43841
H 1.59332 -4.03150 -4.53487
H -1.62108 5.45957 -2.85724
C 1.91072 4.16317 -0.11986
N 2.24946 -0.52567 -0.58187
H -3.85607 -4.89145 1.61948
C -2.30114 -1.90426 1.92618
C 0.50755 4.07716 1.79798
C -3.96019 3.18289 0.39426
C -1.97823 -2.72277 -0.17955
C -0.43475 -1.37232 5.36820
C 1.28840 -3.04434 -4.21270
C 0.15292 -2.55376 4.91648
H -1.05793 0.61118 4.87039
H 1.54979 5.85082 1.16448
C -2.72544 -3.85281 0.10751
C -0.11546 -0.39274 3.21270
C 4.07241 -0.60448 -2.14041
O 1.94002 -3.52861 1.23198
Cl -1.02474 -1.23479 6.97513
H -4.82392 1.84751 1.83098
C -4.03921 2.02286 1.10944
C 1.78543 -2.38611 0.88787
H 2.66582 0.96685 -1.95685
H -1.57251 -2.60289 -1.16620
C 1.39273 -1.97514 -5.10612
C -2.75942 4.49560 -1.34188
H 0.02570 4.49807 2.66974
C -2.89069 -4.82901 -0.93601
C -1.74773 4.57115 -2.25422
C -3.04863 1.04856 0.94411
Ta -0.02845 -0.10346 0.18397
C -2.00595 2.27610 -0.69221
O -1.11563 2.32942 3.36801
H -0.08756 3.55269 -3.18375
Cl 0.29868 -3.91986 5.94849
H 1.06698 -3.58042 3.28352
N 0.83725 2.10467 0.46020
C 0.00205 0.77536 -3.03496
N -0.26778 1.14694 -1.82507
H -3.45424 5.31566 -1.21518
C 1.61022 2.83450 -0.35074
H -3.08654 0.17043 1.56795
```

Orbital gap in eV: 6.14
E_HOMO in eV: -12.88
E_LUMO in eV: -6.743
Total charge: +2

Mulliken population analysis, charges in e, atoms 1 to 4: 0.513, -0.656, 0.221, -0.165



ii) The following is a quantum chemistry calculation of a structure of composition C40H24Cl3N8O3Ta, from OMol25.

Structure (XYZ):
```
79
C40H24Cl3N8O3Ta the ωB97M-V functional and the def2-TZVPD basis
H -1.08477 3.58068 -0.60369
N 1.32904 -1.40901 1.57233
C 2.95364 -0.66919 -1.51408
Ta 0.35691 -0.23035 0.20295
H 0.12130 4.25710 -1.93580
H 2.93843 -1.60821 -0.97405
H -5.44149 -2.33717 0.94596
C 0.22519 -2.54394 -1.89580
C 2.64838 0.42452 2.37343
C 0.91576 2.30398 -1.53682
N 2.07922 1.09417 1.36763
H 4.65451 1.01515 -3.89220
C -1.08175 -0.66458 -4.85917
H -1.34907 1.61696 -2.40260
O 2.76694 -1.70924 3.35151
H -0.26054 -2.64278 -4.49828
C -1.39565 0.53206 -4.23360
N 0.03617 1.86851 -0.49138
C -3.38214 -2.25999 1.56171
C -0.35268 -5.23987 1.43412
Cl -1.13331 -6.76182 1.29468
N -0.53328 -0.27028 -2.14675
H -2.06632 0.59021 3.87791
C 2.80456 2.97768 -3.51551
C 3.86052 2.32353 3.13220
C 3.90808 0.78284 -3.14257
H -2.81006 0.22632 -1.24485
C -2.14533 -1.68889 1.30767
C -2.28849 1.35329 3.14297
H 3.53807 3.23529 -4.26817
H 1.18483 -3.25566 3.69988
C -1.75192 2.44938 1.06053
N -1.93637 -0.83452 0.29879
C 2.27165 -1.00485 2.51265
C -3.60964 3.23337 2.38122
C 0.86942 3.51511 -2.17916
C -4.25500 -0.99275 -0.25191
H 4.71166 -1.14130 -2.65113
C 3.53835 0.98428 3.26910
C 0.16999 -4.80520 2.65361
C -3.33584 2.22737 3.32409
C -2.81743 3.35461 1.27458
H 3.94831 0.35321 4.04517
C -0.91245 2.65228 -0.06383
C 1.80876 3.84814 -3.17623
C 0.78888 -3.56886 2.74839
C 0.35170 -3.19543 0.41220
O 0.45675 -3.63649 -2.35090
H -0.66619 -4.78910 -0.62480
H -3.95918 2.15318 4.20577
C 2.39767 2.38717 1.24310
H -5.06525 -0.66893 -0.88926
H -3.00606 4.14452 0.55729
C -1.10019 0.68983 -2.89369
C 1.94188 1.39608 -1.88283
C -4.46458 -1.90961 0.76380
Cl -4.92627 4.30977 2.64486
C -3.49263 -3.19092 2.65260
C 3.94525 -0.40286 -2.46576
C -1.48730 1.44083 2.00284
C 3.27519 3.03225 2.09612
C 2.89128 1.72684 -2.86247
N 1.98637 0.18864 -1.23668
C -0.26289 -4.43524 0.31119
C -2.98548 -0.48697 -0.45788
H -1.29399 -0.81510 -5.90918
H 1.95060 2.94319 0.43620
H 3.48567 4.08087 1.93959
C 0.88407 -2.76647 1.61715
C -0.27237 -1.43310 -2.75789
C -0.51258 -1.66985 -4.09902
N -3.56200 -3.91837 3.53783
H -1.31204 -1.93356 1.95145
H 4.54705 2.80244 3.81711
N 0.33943 -2.17437 -0.57639
H 1.73711 4.81127 -3.66210
H -1.86742 1.34233 -4.77192
O -0.48777 0.58898 1.83281
Cl 0.04913 -5.77335 4.06331
```

Orbital gap in eV: 5.96
E_HOMO in eV: -12.90
E_LUMO in eV: -6.938
Total charge: +2

Mulliken population analysis, charges in e, atoms 1 to 4: 0.257, 0.769, -0.060, 1.272



Of them, i) has the lowest stability.



i) The following is a quantum chemistry calculation of a cluster of 2 separate species, C4H15N2OS in total, from OMol25.

Structure (XYZ):
```
23
C4H15N2OS the ωB97M-V functional and the def2-TZVPD basis
H 2.86218 -0.71017 -3.21476
H 1.04602 -0.21938 -1.74252
H -0.62630 2.52848 1.64709
H 1.05901 -2.77096 -1.32823
H 0.02809 1.90245 0.11398
H 0.82210 0.59402 2.00459
H -2.76294 1.26288 1.20628
H 2.00547 -0.06930 -0.27245
C 1.13614 -2.02904 -0.53724
C -2.07938 1.54085 0.41164
H -0.17713 -0.42839 1.00813
H -2.12402 0.76562 -0.36118
O -2.50744 2.79559 -0.10620
H -2.41524 2.79599 -1.06140
H 1.78962 -2.41669 0.24591
N -0.19127 -1.77560 0.06749
S 3.27877 -1.11917 -2.00802
C 1.73665 -0.74286 -1.09506
H -0.75289 0.24900 2.47942
N -0.16390 0.46424 1.63937
H -0.44190 -2.57415 0.64276
C -0.64974 1.69418 0.94192
H -0.87191 -1.73759 -0.68154
```

Multiplicity: 2
Orbital gap (alpha / beta) in eV: 3.48 / 9.64
E_HOMO (alpha / beta) in eV: -3.11 / -9.41
E_LUMO (alpha / beta) in eV: 0.364 / 0.231

Mulliken population analysis, charges in e, atoms 1 to 4: 0.133, 0.322, 0.425, 0.339



ii) The following is a quantum chemistry calculation of a cluster of 2 separate species, C4H15N2OS in total, from OMol25.

Structure (XYZ):
```
23
C4H15N2OS the ωB97M-V functional and the def2-TZVPD basis
H -2.70455 2.67103 -0.23720
C 0.94954 0.47351 0.44336
H -0.81444 -0.26205 -1.68609
H 1.02765 1.04073 1.41901
H 2.66453 -0.97110 -0.28987
H -0.93975 -3.03946 -1.01754
H 2.65850 -0.55095 1.32562
H -1.81450 0.58732 0.49978
N -1.38456 -0.10100 1.10922
C -0.09609 -0.64725 0.47815
H -1.23232 0.27105 2.11805
N -1.37964 -2.21184 -0.98447
H -2.09693 -0.89533 1.11811
C -0.37719 -1.13404 -1.06582
C 2.42828 -0.11157 0.40007
H 0.57960 -1.34971 -1.49738
H 3.48697 2.24960 0.17108
H 0.01481 -1.46367 1.19064
H 0.76346 1.19359 -0.23981
H -2.00348 -2.06341 -1.75010
H -1.42886 2.86967 -0.91485
S 3.61353 1.07278 -0.40148
O -1.91458 2.37213 -0.18849
```

Multiplicity: 2
Orbital gap (alpha / beta) in eV: 3.43 / 9.74
E_HOMO (alpha / beta) in eV: -2.90 / -9.36
E_LUMO (alpha / beta) in eV: 0.527 / 0.382

Mulliken population analysis, charges in e, atoms 1 to 4: 0.173, -0.984, 0.394, 0.353



Of them, ii) has the lowest stability.